(1)
{"formula": "H2N2O3", "method": "ωB97M-V/def2-TZVPD", "energy_ev": -9147.035, "gap_ev": 9.61, "relative_energy_kj_mol": 309.07, "homo_energy_ev": -9.26, "lumo_ha": 0.01295, "species": ["N", "N", "O", "O", "O", "H", "H"], "xyz": [[-0.3238, 1.5285, 1.4016], [-0.6585, 0.4640, 1.0424], [-0.0306, -1.3331, -1.7404], [0.6918, -0.0719, -0.0038], [0.4726, -1.3106, -0.4197], [-0.9137, 2.0763, 2.0220], [0.7622, -1.3533, -2.3021]], "forces_ev_per_a": [[1.02, -0.32, -0.85], [0.88, -0.14, -0.80], [-0.56, 0.31, -0.57], [-1.10, 1.50, 1.13], [0.31, -1.09, 0.49], [-0.60, -0.33, 0.26], [0.06, 0.08, 0.33]], "nbo_charge": [-0.315, 0.180, -0.454, -0.232, -0.016, 0.383, 0.455]}

=====

(2)
{"formula": "C14H28FeO7P2Si", "method": "ωB97M-V/def2-TZVPD", "energy_ev": -90154.408, "gap_ev": [7.78, 8.15], "spin_multiplicity": 5, "homo_energy_ev": [-7.38, -7.90], "lumo_ha": [0.01480, 0.00941], "species": ["Fe", "C", "C", "C", "C", "C", "C", "C", "C", "C", "H", "H", "H", "H", "H", "H", "H", "H", "H", "H", "H", "H", "C", "C", "O", "P", "O", "O", "O", "P", "O", "O", "O", "H", "H", "H", "H", "H", "H", "H", "C", "Si", "C", "C", "H", "H", "H", "H", "H", "H", "H", "H", "H"], "xyz": [[0.0264, 0.5662, 0.0074], [1.9029, 2.6897, 1.9600], [1.2560, 1.3365, 2.1261], [1.8820, 0.1574, 1.7172], [1.2865, -1.0951, 1.9197], [1.9880, -2.3463, 1.4698], [0.0621, -1.1517, 2.5746], [-0.5844, 0.0032, 3.0143], [-1.8784, -0.0674, 3.7776], [0.0066, 1.2353, 2.7480], [1.8833, 3.2357, 2.9032], [1.3687, 3.2975, 1.2242], [2.9400, 2.5941, 1.6412], [2.8535, 0.2156, 1.2440], [2.6842, -2.6899, 2.2385], [2.5528, -2.1637, 0.5563], [1.2756, -3.1491, 1.2785], [-0.4037, -2.1174, 2.7446], [-1.7874, 0.4583, 4.7298], [-2.1618, -1.0989, 3.9849], [-2.6928, 0.3992, 3.2213], [-0.4876, 2.1433, 3.0783], [1.1258, 0.5775, -4.2860], [1.7424, 1.5327, -3.2665], [2.7660, 2.3120, -3.8728], [2.5138, 0.6123, -1.9092], [3.2275, 1.6648, -0.9673], [3.8044, -0.1530, -2.4314], [1.5276, -0.3093, -1.2521], [0.4931, 2.6922, -2.4802], [-0.9336, 2.2631, -3.0593], [0.8977, 4.0449, -2.9275], [0.4644, 2.3309, -0.9980], [1.9225, 0.0488, -4.8142], [0.5569, 1.1448, -5.0210], [0.4556, -0.1438, -3.8174], [2.4694, 3.2374, -3.8004], [2.5880, 2.3606, -0.7295], [3.5946, -0.9705, -2.8967], [-1.2173, 2.8834, -3.7417], [-2.9091, 1.7956, 0.6741], [-2.3914, 0.1486, -0.1652], [-3.2523, 0.2761, -1.8201], [-3.2985, -1.2017, 0.7573], [-3.9803, 1.9916, 0.5233], [-2.3661, 2.6432, 0.2412], [-2.7249, 1.8025, 1.7532], [-4.3250, 0.1211, -1.6612], [-2.9024, -0.4612, -2.5496], [-3.0976, 1.2653, -2.2523], [-4.3286, -0.8684, 0.9253], [-2.8554, -1.4573, 1.7224], [-3.3336, -2.1200, 0.1611]], "forces_ev_per_a": [[0.14, -0.45, -0.42], [-0.04, -0.02, -0.07], [-0.15, 0.17, 0.12], [-0.02, -0.01, -0.02], [0.04, 0.00, 0.01], [-0.02, 0.00, -0.01], [-0.04, -0.04, 0.03], [0.01, -0.02, 0.03], [0.01, -0.01, 0.02], [0.00, 0.07, 0.08], [0.03, -0.02, 0.02], [-0.01, -0.08, 0.02], [0.02, -0.01, 0.02], [0.02, -0.02, -0.04], [-0.01, 0.01, -0.01], [-0.01, 0.01, 0.01], [0.02, 0.03, 0.02], [0.02, 0.04, 0.00], [0.01, 0.00, -0.02], [0.02, 0.02, 0.00], [0.04, -0.04, 0.03], [-0.01, -0.01, -0.03], [0.04, -0.07, 0.02], [0.05, 0.04, -0.08], [-0.18, -0.04, -0.02], [0.00, -0.08, -0.07], [-0.06, -0.10, -0.04], [-0.16, 0.09, 0.04], [0.19, 0.14, 0.08], [0.18, -0.04, 0.11], [-0.13, 0.02, -0.08], [-0.03, -0.04, 0.11], [0.19, 0.20, -0.01], [-0.01, 0.00, 0.01], [0.03, 0.01, -0.02], [0.00, 0.04, 0.03], [0.02, 0.04, 0.03], [-0.01, -0.01, 0.07], [-0.01, -0.06, 0.02], [-0.03, 0.00, -0.03], [-0.28, 0.01, 0.02], [0.27, 0.91, 0.38], [-0.03, -0.18, -0.42], [-0.09, -0.44, 0.14], [0.09, -0.04, 0.05], [0.00, -0.08, 0.02], [0.01, 0.06, -0.12], [0.02, 0.03, -0.08], [-0.08, 0.04, 0.04], [-0.03, -0.04, 0.02], [0.02, -0.10, 0.02], [-0.07, 0.02, -0.08], [-0.03, 0.06, 0.06]], "lowdin_spin": [3.672, -0.001, 0.004, 0.009, 0.011, 0.000, 0.029, 0.031, 0.003, 0.017, 0.000, 0.000, 0.000, 0.000, 0.000, 0.000, 0.000, 0.000, 0.001, 0.000, 0.001, 0.000, 0.000, 0.001, 0.000, 0.007, 0.000, 0.003, 0.049, 0.008, 0.002, 0.004, 0.049, 0.000, 0.000, 0.000, 0.000, 0.000, 0.000, 0.000, 0.016, 0.057, 0.008, 0.011, 0.003, 0.001, 0.000, 0.001, 0.000, 0.000, 0.001, 0.000, 0.000]}

=====

(3)
{"formula": "C5H11NO", "method": "ωB97M-V/def2-TZVPD", "energy_ev": -8901.021, "gap_ev": 9.93, "smiles": "CCN(C)C(C)=O", "relative_energy_kj_mol": 65.22, "homo_energy_ev": -9.02, "lumo_ha": 0.03352, "species": ["C", "C", "N", "C", "C", "C", "O", "H", "H", "H", "H", "H", "H", "H", "H", "H", "H", "H"], "xyz": [[-0.3078, -0.8999, -1.8179], [0.6988, 0.1510, -1.3605], [0.5748, 0.3807, 0.0750], [1.2889, -0.5262, 0.9590], [-0.4986, 1.1610, 0.4795], [-1.2829, 0.6996, 1.6814], [-0.9030, 2.1223, -0.1830], [-0.2016, -1.1026, -2.8864], [-1.3348, -0.5637, -1.6343], [-0.1719, -1.8399, -1.2722], [1.7218, -0.1636, -1.5908], [0.5097, 1.0857, -1.9001], [1.3585, -0.0925, 1.9608], [2.3039, -0.6816, 0.5806], [0.7604, -1.4815, 1.0065], [-1.3768, 1.5137, 2.4019], [-0.8607, -0.1743, 2.1769], [-2.2783, 0.4119, 1.3235]], "forces_ev_per_a": [[-0.07, -0.20, -0.01], [-0.04, 0.25, -0.28], [-0.14, 0.73, -0.10], [-0.54, 0.10, -0.04], [-0.24, 0.56, -0.92], [0.16, -0.06, 0.45], [0.53, -1.30, 0.61], [-0.02, -0.02, 0.07], [0.19, 0.05, -0.06], [0.04, 0.06, -0.12], [-0.10, 0.04, 0.11], [0.11, -0.13, 0.27], [0.02, -0.16, -0.19], [-0.20, 0.04, 0.03], [0.27, -0.25, 0.22], [-0.14, -0.07, -0.07], [0.02, 0.11, 0.01], [0.16, 0.25, 0.03]], "nbo_charge": [-0.621, -0.215, -0.462, -0.408, 0.689, -0.717, -0.615, 0.215, 0.213, 0.198, 0.191, 0.232, 0.212, 0.210, 0.184, 0.239, 0.209, 0.246]}

=====

Question: Number 3 is which compound?
Answer: C5H11NO

=====

Repeat the third record exactly.
{"formula": "C5H11NO", "method": "ωB97M-V/def2-TZVPD", "energy_ev": -8901.021, "gap_ev": 9.93, "smiles": "CCN(C)C(C)=O", "relative_energy_kj_mol": 65.22, "homo_energy_ev": -9.02, "lumo_ha": 0.03352, "species": ["C", "C", "N", "C", "C", "C", "O", "H", "H", "H", "H", "H", "H", "H", "H", "H", "H", "H"], "xyz": [[-0.3078, -0.8999, -1.8179], [0.6988, 0.1510, -1.3605], [0.5748, 0.3807, 0.0750], [1.2889, -0.5262, 0.9590], [-0.4986, 1.1610, 0.4795], [-1.2829, 0.6996, 1.6814], [-0.9030, 2.1223, -0.1830], [-0.2016, -1.1026, -2.8864], [-1.3348, -0.5637, -1.6343], [-0.1719, -1.8399, -1.2722], [1.7218, -0.1636, -1.5908], [0.5097, 1.0857, -1.9001], [1.3585, -0.0925, 1.9608], [2.3039, -0.6816, 0.5806], [0.7604, -1.4815, 1.0065], [-1.3768, 1.5137, 2.4019], [-0.8607, -0.1743, 2.1769], [-2.2783, 0.4119, 1.3235]], "forces_ev_per_a": [[-0.07, -0.20, -0.01], [-0.04, 0.25, -0.28], [-0.14, 0.73, -0.10], [-0.54, 0.10, -0.04], [-0.24, 0.56, -0.92], [0.16, -0.06, 0.45], [0.53, -1.30, 0.61], [-0.02, -0.02, 0.07], [0.19, 0.05, -0.06], [0.04, 0.06, -0.12], [-0.10, 0.04, 0.11], [0.11, -0.13, 0.27], [0.02, -0.16, -0.19], [-0.20, 0.04, 0.03], [0.27, -0.25, 0.22], [-0.14, -0.07, -0.07], [0.02, 0.11, 0.01], [0.16, 0.25, 0.03]], "nbo_charge": [-0.621, -0.215, -0.462, -0.408, 0.689, -0.717, -0.615, 0.215, 0.213, 0.198, 0.191, 0.232, 0.212, 0.210, 0.184, 0.239, 0.209, 0.246]}